1.
A structure of composition C12H13F6FeN2O9S2 in a non-equilibrium geometry, computed with ωB97M-V with the def2-TZVPD basis set.

Geometry as ORCA input:
```
! wB97M-V def2-TZVPD RIJCOSX def2/J DEFGRID3
* xyz -1 5
Fe 16.75 -3.81 -20.70
C 15.90 -2.50 -24.66
C 16.04 -2.85 -23.23
C 14.76 -2.92 -22.38
O 14.87 -3.23 -21.17
C 13.46 -2.77 -23.06
C 13.43 -2.54 -24.41
C 14.69 -2.42 -25.24
O 14.82 -2.12 -26.52
O 12.26 -2.26 -24.95
O 17.12 -3.09 -22.66
H 16.84 -2.45 -25.19
H 12.52 -2.71 -22.53
C 18.00 -5.43 -17.36
F 18.61 -6.20 -16.49
F 17.04 -4.74 -16.82
F 18.84 -4.60 -18.01
S 17.18 -6.60 -18.63
O 18.27 -7.38 -19.15
O 16.16 -7.34 -17.84
N 16.41 -5.55 -19.84
S 15.51 -6.59 -20.62
O 15.45 -6.02 -21.91
O 15.90 -8.02 -20.63
C 13.77 -6.38 -19.74
F 13.74 -5.29 -18.97
F 12.82 -6.19 -20.66
F 13.47 -7.47 -19.06
C 18.83 -0.38 -19.48
C 18.32 -1.66 -20.18
C 19.40 -2.70 -20.14
O 18.79 -3.92 -20.62
C 19.77 -4.94 -21.03
N 17.12 -2.10 -19.47
H 19.81 -0.16 -19.90
H 18.75 -0.36 -18.40
H 18.38 0.50 -19.95
H 18.08 -1.46 -21.22
H 19.83 -2.78 -19.15
H 20.17 -2.35 -20.83
H 20.51 -5.03 -20.24
H 20.14 -4.67 -22.02
H 19.31 -5.91 -21.18
H 17.30 -1.97 -18.48
H 16.51 -1.30 -19.55
*
```

Expectation value of S²: 6.010
M, Da: 563.2
HOMO-LUMO gap (spin up / spin down), eV: 5.75 / 5.67
HOMO energy (spin up / spin down), eV: -4.014 / -3.946
LUMO level (spin up / spin down), Ha: 0.064 / 0.063


2.
A structure of composition C12H13MnN3OS3 in a non-equilibrium geometry, computed with ωB97M-V with the def2-TZVPD basis set.

Geometry as ORCA input:
```
! wB97M-V def2-TZVPD RIJCOSX def2/J DEFGRID3
* xyz -2 6
Mn -0.31 1.56 -0.68
N 2.51 4.07 -3.16
C 1.78 3.24 -2.30
S 0.07 3.54 -2.18
N 2.46 2.33 -1.69
N 1.75 1.57 -0.79
C 2.41 0.52 -0.38
C 2.01 -0.35 0.67
C 2.82 -1.44 1.01
C 2.50 -2.30 2.04
C 1.32 -2.10 2.76
C 0.49 -1.04 2.45
C 0.79 -0.13 1.41
O 0.02 0.85 1.16
H 2.02 4.94 -3.30
H 3.46 4.19 -2.85
H 3.35 0.32 -0.90
H 3.73 -1.61 0.43
H 3.16 -3.13 2.29
H 1.06 -2.77 3.57
H -0.44 -0.90 2.98
C -4.17 -0.29 0.67
C -2.98 0.09 -0.20
S -2.64 1.81 -0.29
C -2.26 -0.86 -0.84
C -2.60 -2.33 -0.70
S -0.86 -0.52 -1.86
H -4.73 0.61 0.93
H -3.84 -0.77 1.59
H -4.85 -0.98 0.15
H -3.68 -2.51 -0.65
H -2.15 -2.75 0.21
H -2.19 -2.87 -1.55
*
```

Expectation value of S²: 8.765
Relative energy (zero: lowest compared OMol25 entry of this formula, charge and spin), kcal/mol: 6.4
M, Da: 366.4
HOMO-LUMO gap (spin up / spin down), eV: 4.97 / 5.14
HOMO energy (spin up / spin down), eV: 0.382 / 0.158
LUMO level (spin up / spin down), Ha: 0.197 / 0.195


3.
An isolated molecule of C12H13N in a non-equilibrium geometry, computed with ωB97M-V with the def2-TZVPD basis set.

Geometry as ORCA input:
```
! wB97M-V def2-TZVPD RIJCOSX def2/J DEFGRID3
* xyz 0 1
C -0.67 -1.18 -3.22
C 0.67 -0.91 -3.06
C 1.30 -0.66 -1.71
C 0.29 -0.34 -0.67
C -1.06 -0.61 -0.80
N -1.73 -0.24 0.37
C -0.82 0.32 1.25
C 0.43 0.34 0.63
C 1.70 0.83 1.17
C 1.46 1.45 2.53
C 0.25 1.47 3.18
C -1.05 0.85 2.62
C -1.60 -1.28 -2.05
H -1.06 -1.42 -4.20
H 1.30 -0.94 -3.96
H 1.87 -1.54 -1.39
H 2.01 0.19 -1.71
H -2.74 -0.33 0.51
H 2.11 1.56 0.44
H 2.43 0.03 1.24
H 2.34 1.90 2.98
H 0.17 1.98 4.15
H -1.43 0.04 3.28
H -1.84 1.61 2.61
H -2.56 -0.81 -2.32
H -1.77 -2.33 -1.87
*
```

Relative energy (zero: lowest compared OMol25 entry of this formula, charge and spin), kcal/mol: 24.8
M, Da: 171.2
HOMO-LUMO gap, eV: 8.48
HOMO energy, eV: -7.515
LUMO level, Ha: 0.035


4.
A structure of composition C12H13NNiP in a non-equilibrium geometry, computed with ωB97M-V with the def2-TZVPD basis set.

Geometry as ORCA input:
```
! wB97M-V def2-TZVPD RIJCOSX def2/J DEFGRID3
* xyz -1 3
C 0.99 -0.10 -1.45
C -0.25 -0.01 -2.18
C -0.87 -1.30 -2.09
C -0.22 -2.02 -1.01
C 1.01 -1.30 -0.75
Ni -0.84 -0.41 -0.45
P 0.46 2.26 0.13
H 1.77 0.65 -1.36
H -0.56 0.83 -2.77
H -1.64 -1.68 -2.76
H 1.84 -1.58 -0.11
H -0.52 -3.02 -0.67
H -0.82 2.55 0.70
H 0.62 3.48 -0.61
H 1.25 2.64 1.26
N -0.86 -0.64 1.36
C -0.63 -0.46 2.50
C -0.46 -0.36 3.90
C -1.58 -0.31 4.76
C -1.39 -0.27 6.14
C -0.08 -0.30 6.66
C 1.03 -0.34 5.81
C 0.84 -0.38 4.43
H -2.59 -0.31 4.33
H -2.26 -0.22 6.80
H 0.07 -0.27 7.74
H 2.05 -0.35 6.20
H 1.69 -0.43 3.74
*
```

Expectation value of S²: 2.030
M, Da: 260.9
HOMO-LUMO gap (spin up / spin down), eV: 4.44 / 6.76
HOMO energy (spin up / spin down), eV: -0.960 / -3.361
LUMO level (spin up / spin down), Ha: 0.128 / 0.125


5.
A structure of composition C12H13OPS in a non-equilibrium geometry, computed with ωB97M-V with the def2-TZVPD basis set.

Geometry as ORCA input:
```
! wB97M-V def2-TZVPD RIJCOSX def2/J DEFGRID3
* xyz 0 1
C -4.33 0.22 0.42
C -3.54 0.97 1.27
C -3.87 -0.18 -0.82
C -2.27 1.21 0.87
C -2.53 0.04 -1.24
C -1.76 0.82 -0.44
C 3.25 2.07 0.85
C 0.17 -2.22 0.23
C 2.35 1.09 0.97
C 1.15 -1.44 0.70
C 3.47 -1.08 -0.95
C 0.84 0.47 -1.63
O 4.62 -0.84 -0.75
P 2.01 -0.08 -0.28
S -0.22 1.62 -0.65
H -5.38 0.11 0.65
H -4.02 1.29 2.28
H -4.34 -0.82 -1.61
H -1.52 1.73 1.60
H -2.08 -0.19 -2.18
H 3.19 2.85 1.56
H 3.86 1.97 -0.02
H -0.14 -3.10 0.74
H -0.27 -1.91 -0.75
H 1.44 1.30 1.58
H 1.63 -1.97 1.53
H 3.07 -1.90 -1.53
H 1.43 1.22 -2.15
*
```

Relative energy (zero: lowest compared OMol25 entry of this formula, charge and spin), kcal/mol: 105.4
M, Da: 236.3
HOMO-LUMO gap, eV: 7.19
HOMO energy, eV: -7.539
LUMO level, Ha: -0.013


6.
A structure of composition C12H14BF3N6O2Sr in a non-equilibrium geometry, computed with ωB97M-V with the def2-TZVPD basis set.

Geometry as ORCA input:
```
! wB97M-V def2-TZVPD RIJCOSX def2/J DEFGRID3
* xyz 2 1
C 2.87 -0.13 0.18
N 1.61 -0.17 -0.29
N 1.71 -0.23 -1.68
C 3.00 -0.30 -2.04
C 3.78 -0.23 -0.89
B 0.45 -0.12 -2.57
N -0.55 -1.26 -2.24
N -1.08 -1.42 -0.97
C -1.98 -2.42 -1.05
C -1.99 -2.95 -2.36
C -1.06 -2.19 -3.07
Sr -0.30 -0.54 1.40
N -0.24 1.24 -2.21
N -0.64 1.45 -0.91
C -1.19 2.67 -0.85
C -1.15 3.26 -2.13
C -0.53 2.32 -2.96
H -1.58 3.08 0.07
H -0.29 2.32 -4.02
H -1.51 4.23 -2.42
H 0.74 -0.12 -3.73
H -0.72 -2.23 -4.09
H 3.27 -0.40 -3.08
H -2.58 -3.75 -2.74
H 4.86 -0.25 -0.83
H -2.59 -2.72 -0.20
H 3.07 0.00 1.24
H -2.59 -1.03 2.00
C -2.18 -1.78 2.70
H -2.87 -2.64 2.66
H -1.19 -2.19 2.44
H -2.16 -1.33 3.71
F 0.05 1.74 5.90
C 1.02 1.66 4.95
F 1.50 2.91 4.74
F 2.03 0.89 5.45
C 0.46 1.03 3.61
O -0.79 0.88 3.50
O 1.33 0.71 2.75
*
```

Relative energy (zero: lowest compared OMol25 entry of this formula, charge and spin), kcal/mol: 0.0
M, Da: 429.7
HOMO-LUMO gap (spin up / spin down), eV: 4.51 / 4.25
HOMO energy (spin up / spin down), eV: -15.519 / -15.524
LUMO level (spin up / spin down), Ha: -0.405 / -0.414


7.
A structure of composition C12H14BF5N6Pd in a non-equilibrium geometry, computed with ωB97M-V with the def2-TZVPD basis set.

Geometry as ORCA input:
```
! wB97M-V def2-TZVPD RIJCOSX def2/J DEFGRID3
* xyz 2 5
H -2.69 -0.59 -1.66
N -0.81 0.40 -1.86
B 1.03 1.99 -2.62
N -0.30 1.24 -2.85
C -1.14 1.27 -3.91
Pd 0.38 -0.17 -0.18
H -0.89 1.86 -4.77
C -2.24 0.47 -3.59
H -3.09 0.26 -4.22
C -2.02 0.00 -2.28
H 1.20 2.84 -3.42
C 2.06 -2.10 2.70
H 1.76 -2.80 3.49
H 2.03 -1.08 3.10
H 3.08 -2.33 2.38
N 2.15 0.92 -2.67
N 1.09 2.57 -1.18
N 2.15 -0.12 -1.75
N 0.76 1.85 -0.03
C 3.21 0.83 -3.49
C 1.45 3.82 -0.85
H 3.33 1.60 -4.26
H 1.79 4.47 -1.63
C 3.93 -0.29 -3.13
C 1.28 3.96 0.53
C 3.24 -0.86 -2.03
C 0.81 2.72 1.01
H 4.83 -0.66 -3.61
H 1.46 4.86 1.09
H 3.52 -1.74 -1.47
H 0.51 2.45 2.01
H 1.38 -2.22 1.84
F 0.55 -2.98 0.08
C -0.47 -2.04 0.11
F -1.24 -2.32 -1.02
C -1.42 -2.23 1.31
F -1.55 -3.57 1.43
F -1.13 -1.77 2.55
F -2.63 -1.72 0.95
*
```

Expectation value of S²: 6.022
Relative energy (zero: lowest compared OMol25 entry of this formula, charge and spin), kcal/mol: 0.0
M, Da: 454.5
HOMO-LUMO gap (spin up / spin down), eV: 9.04 / 4.01
HOMO energy (spin up / spin down), eV: -16.107 / -15.827
LUMO level (spin up / spin down), Ha: -0.260 / -0.434


8.
A structure of composition C12H14BF5N6Ru in a non-equilibrium geometry, computed with ωB97M-V with the def2-TZVPD basis set.

Geometry as ORCA input:
```
! wB97M-V def2-TZVPD RIJCOSX def2/J DEFGRID3
* xyz 2 5
H -2.99 0.27 -1.44
N -1.18 1.30 -0.96
B 0.73 3.00 -0.82
N -0.66 2.52 -1.33
C -1.56 3.15 -2.12
Ru -0.17 -0.13 0.38
H -1.39 4.16 -2.46
C -2.64 2.31 -2.32
H -3.53 2.52 -2.89
C -2.37 1.16 -1.57
H 0.94 4.13 -1.13
C 1.40 -1.22 0.96
H 1.15 -2.29 0.86
H 1.57 -1.02 2.03
H 2.36 -1.06 0.44
N 1.78 2.04 -1.47
N 0.75 2.81 0.73
N 1.58 0.69 -1.32
N 0.40 1.62 1.35
C 2.89 2.24 -2.22
C 1.02 3.72 1.70
H 3.19 3.23 -2.47
H 1.26 4.74 1.44
C 3.43 1.00 -2.53
C 0.87 3.12 2.93
C 2.58 0.06 -1.92
C 0.49 1.80 2.68
H 4.31 0.80 -3.11
H 0.99 3.59 3.89
H 2.67 -1.01 -1.88
H 0.25 0.99 3.35
H 0.14 -1.42 -0.62
F -1.10 -1.29 2.87
C -1.42 -1.49 1.53
F -1.20 -2.83 1.22
C -2.94 -1.26 1.34
F -3.64 -2.06 2.16
F -3.28 0.04 1.60
F -3.31 -1.55 0.05
*
```

Expectation value of S²: 6.040
Relative energy (zero: lowest compared OMol25 entry of this formula, charge and spin), kcal/mol: 24.9
M, Da: 449.2
HOMO-LUMO gap (spin up / spin down), eV: 7.75 / 4.49
HOMO energy (spin up / spin down), eV: -16.174 / -16.059
LUMO level (spin up / spin down), Ha: -0.310 / -0.425


Number 1: total energy -3910.99866 Eh. Number 2: total energy -3050.24578 Eh. Number 3: total energy -519.78276 Eh. Number 4: total energy -2369.34014 Eh. Number 5: total energy -1279.63213 Eh. Number 6: total energy -1299.30287 Eh. Number 7: total energy -1445.49153 Eh. Number 8: total energy -1412.52481 Eh.